1.
99
Properties=species:S:1:pos:R:3:mulliken_charge:R:1 method="wB97M-V/def2-TZVPD" homo_lumo_gap_ev="7.12 / 6.96" lumo_ev="-2.60 / -2.48" charge=+1 multiplicity=2
W 0.03526 -0.57146 -0.29978 2.13
O 1.74133 -0.13868 -1.56595 -0.84
S 2.47778 -1.41499 -1.28911 1.35
O 3.00013 -2.09078 -2.41939 -0.65
O 1.49620 -2.18998 -0.43278 -0.69
C 3.76460 -1.02032 -0.17748 0.00
C 5.06999 -1.32689 -0.53851 -0.52
C 6.07845 -1.14131 0.38898 -0.74
C 5.76650 -0.67029 1.65770 -0.83
C 4.45637 -0.35251 1.99620 -0.13
C 3.42210 -0.51600 1.07710 -0.76
P 1.67786 -0.09649 1.55366 2.46
C 2.08102 1.39164 2.55927 0.99
C 2.80311 2.39545 1.90717 -0.62
C 3.31386 3.47321 2.61260 -0.99
C 3.12083 3.55788 3.98717 -0.49
C 2.39169 2.57418 4.63997 -1.05
C 1.86215 1.49936 3.92995 -0.44
C 1.32762 -1.37138 2.81791 0.51
C 0.18838 -1.19706 3.60995 0.44
C -0.11427 -2.10659 4.60986 -1.11
C 0.69861 -3.21633 4.81157 -0.90
C 1.80876 -3.41595 4.00245 -0.76
C 2.12425 -2.49755 3.00628 -1.38
H 5.26981 -1.71441 -1.53288 0.58
H 7.10560 -1.37754 0.13005 0.41
H 6.55054 -0.54340 2.39668 0.45
H 4.23603 0.01340 2.99292 0.54
H 3.01362 2.30674 0.84488 0.59
H 3.87951 4.23926 2.09187 0.49
H 3.54092 4.38530 4.54633 0.39
H 2.24207 2.62932 5.71301 0.40
H 1.32670 0.73021 4.46860 0.53
H -0.44713 -0.33079 3.44111 0.14
H -0.97971 -1.94543 5.24228 0.54
H 0.46368 -3.92783 5.59578 0.42
H 2.44574 -4.28013 4.15401 0.45
H 2.98764 -2.67225 2.37234 0.45
C -4.83729 1.00290 -3.75642 -0.70
C -3.40099 0.93036 -4.21538 -0.23
O -2.76622 -0.29770 -3.76209 -0.42
P -2.15212 -0.48319 -2.32122 0.98
S -0.81006 -1.93217 -2.37318 -0.52
S -1.42895 1.19171 -1.52872 -0.69
O -3.38646 -0.91429 -1.40716 -0.26
C -4.07792 -2.15522 -1.72401 -0.16
C -5.48225 -2.06337 -1.17766 -1.33
H -5.27892 1.93919 -4.10747 0.44
H -4.90121 0.97799 -2.66570 -0.02
H -5.41917 0.17331 -4.16282 0.26
H -2.82726 1.78098 -3.85478 0.23
H -3.32692 0.89744 -5.29512 0.33
H -3.51850 -2.97942 -1.28412 0.12
H -4.09215 -2.30092 -2.80430 0.64
H -5.48217 -1.58430 -0.19374 0.22
H -5.90775 -3.06389 -1.07455 0.39
H -6.12716 -1.47789 -1.83680 0.36
C -2.21087 -4.04776 1.34214 -0.72
C -2.83097 -3.07081 2.34824 -0.56
C -2.60060 -1.72548 1.68995 0.60
O -1.37467 -1.88198 0.91937 0.16
C -0.98305 -3.29830 0.87157 -0.49
H -2.89335 -4.22666 0.50820 0.24
H -1.94776 -5.00657 1.78769 0.47
H -2.29454 -3.13340 3.29357 0.19
H -3.89261 -3.24497 2.52963 0.46
H -2.47219 -0.90253 2.38442 -0.37
H -3.39654 -1.48398 0.99291 -0.26
H -0.13671 -3.44324 1.53653 0.19
H -0.68473 -3.53593 -0.13767 0.44
C -1.80943 2.43652 4.30608 -0.84
N -1.37637 3.27111 3.16395 0.20
C -0.27197 4.17395 3.50920 -0.88
P -1.46595 2.56122 1.67251 -1.81
O -0.82855 1.19199 1.56538 0.10
N -0.77010 3.71360 0.72199 1.09
C -1.47214 4.95849 0.40302 -1.24
C 0.47352 3.55195 -0.03791 -0.82
N -3.11084 2.41211 1.53214 1.23
C -4.03610 3.52887 1.74692 -1.26
C -3.75420 1.26507 0.89403 -0.22
H -2.17470 3.07414 5.11473 0.44
H -0.98264 1.82803 4.69323 0.14
H -2.61872 1.77036 4.00590 0.29
H -0.58199 4.79887 4.34922 0.47
H -0.02934 4.82380 2.67087 0.17
H 0.62548 3.63312 3.80070 0.25
H -2.24361 5.18354 1.13864 0.37
H -1.93355 4.91552 -0.59182 0.20
H -0.75767 5.78473 0.41135 0.41
H 0.85358 2.55454 0.05909 -0.19
H 1.22816 4.25704 0.32509 0.26
H 0.30784 3.74806 -1.09754 0.47
H -3.59448 4.27196 2.40701 0.41
H -4.94051 3.15303 2.23458 0.35
H -4.33117 4.00388 0.80620 0.25
H -3.03225 0.50376 0.68264 -0.83
H -4.23843 1.54060 -0.04518 0.28
H -4.51793 0.85542 1.56820 0.37

2.
92
Properties=species:S:1:pos:R:3:mulliken_charge:R:1 method="wB97M-V/def2-TZVPD" homo_lumo_gap_ev="6.10 / 6.12" lumo_ev="-4.44 / -4.44" charge=+1
Os -0.08055 0.70245 0.86342 0.71
C 2.19116 2.87490 -1.49093 -1.36
C 0.75846 2.73727 -1.96821 1.20
C 0.66910 2.93273 -3.49986 -1.81
P -0.05542 1.21175 -1.35470 1.24
C -1.76970 1.28829 -2.07992 1.29
C -2.34165 2.70760 -2.01493 -1.77
C -1.94329 0.69011 -3.47944 -1.73
C 0.72596 -0.29756 -1.97520 0.39
C 1.51069 -0.46947 -3.10059 -0.27
C 2.11165 -1.69706 -3.37622 0.75
C 2.99195 -1.87643 -4.57789 -1.79
C 1.88839 -2.75201 -2.49409 -1.26
C 1.09424 -2.60995 -1.37036 -0.36
C 0.50902 -1.37389 -1.08786 -0.46
N -0.20626 -1.15044 0.12932 0.81
C -0.79326 -2.37041 0.61962 -1.56
C -1.79312 -2.96651 -0.16672 1.83
C -2.27332 -2.36363 -1.45803 -1.33
C -2.39077 -4.13595 0.28051 -1.19
C -2.01121 -4.74856 1.46653 0.55
C -2.66643 -6.01203 1.94235 -1.68
C -0.99487 -4.15501 2.20360 -1.28
C -0.36424 -2.98004 1.80918 1.08
C 0.80778 -2.51053 2.61982 -0.93
H 2.53481 3.89713 -1.65625 0.55
H 2.84244 2.20604 -2.05046 0.39
H 2.28695 2.64655 -0.43472 -0.73
H 0.16339 3.51813 -1.48291 0.83
H 1.65495 3.18561 -3.88928 0.48
H -0.00023 3.74920 -3.76490 0.29
H 0.32962 2.04887 -4.03768 0.28
H -2.34288 0.66815 -1.38987 -0.23
H -1.97192 3.30771 -2.84425 0.32
H -2.09291 3.23246 -1.09012 0.29
H -3.42953 2.67353 -2.09563 0.45
H -1.65605 1.39344 -4.25983 0.48
H -2.99743 0.45327 -3.63504 0.43
H -1.37592 -0.23039 -3.61739 0.29
H 1.67759 0.35903 -3.77962 0.18
H 2.93427 -1.01615 -5.24243 0.38
H 2.70925 -2.76413 -5.14380 0.41
H 4.03426 -1.99834 -4.27806 0.34
H 2.35920 -3.70817 -2.68682 0.45
H 0.95275 -3.44359 -0.69644 0.71
H -2.23718 -1.27661 -1.43922 -0.08
H -3.30334 -2.66377 -1.64689 0.58
H -1.66877 -2.69411 -2.30584 0.36
H -3.17899 -4.57677 -0.31890 0.42
H -3.35019 -6.41138 1.19543 0.39
H -3.23293 -5.83430 2.85788 0.33
H -1.92194 -6.77665 2.16560 0.38
H -0.65921 -4.63152 3.11749 0.48
H 0.83215 -3.04491 3.56778 0.56
H 0.78342 -1.44679 2.83122 -0.18
H 1.74798 -2.71022 2.10144 0.23
C -0.55215 2.86531 5.55931 -0.80
O -0.32139 3.26831 4.19287 -0.29
C -0.23880 2.34109 3.28083 0.85
S -0.40123 0.69848 3.52066 -0.26
S 0.11545 2.87455 1.66953 -0.58
H -0.57126 3.78930 6.12568 0.27
H 0.26042 2.21958 5.88767 0.37
H -1.50194 2.33856 5.63075 0.36
C 4.71189 -0.22462 2.15809 -1.39
Si 3.74788 0.92814 1.02206 0.58
C 4.50073 0.70045 -0.69860 -0.90
C 3.98127 2.66951 1.69975 -1.10
C 1.98201 0.26864 1.16749 0.39
H 5.75960 0.07648 2.21886 0.34
H 4.68777 -1.25097 1.78412 0.31
H 4.30954 -0.22899 3.17302 0.35
H 5.35755 0.02841 -0.61958 0.48
H 4.86024 1.63198 -1.13572 0.36
H 3.79431 0.24511 -1.39554 0.03
H 5.04839 2.89558 1.75512 0.38
H 3.58391 2.72425 2.71627 0.28
H 3.50713 3.46079 1.12192 0.32
H 1.95000 0.10611 2.25256 0.36
H 2.14840 -0.73242 0.75031 -0.41
N -5.06041 3.34213 1.41623 -0.42
C -4.43877 2.14300 1.34222 0.19
C -3.03761 2.06327 1.20821 -0.51
N -2.41674 0.89958 1.10280 0.29
C -3.17317 -0.20723 1.17387 -0.42
C -4.54410 -0.10993 1.30774 -0.58
N -5.19066 1.04611 1.37686 -0.69
H -4.54609 4.20125 1.46963 0.19
H -6.05393 3.35819 1.56668 0.26
H -2.43129 2.95849 1.19400 0.38
H -2.68114 -1.16519 1.15121 0.40
H -5.14374 -1.01026 1.36321 0.45

3.
105
Properties=species:S:1:pos:R:3:mulliken_charge:R:1 method="wB97M-V/def2-TZVPD" homo_lumo_gap_ev=5.31 lumo_ev=-4.69 charge=+1
C 6.00502 -3.66360 0.77480 -0.46
O 6.51218 -3.68321 -0.62946 -0.33
C 7.07649 -2.36201 -0.95348 -0.55
C 6.38575 -1.67887 -2.31521 -0.64
C 4.76866 -1.50676 -2.03228 0.30
C 4.21038 0.03350 -2.35968 -0.45
C 2.74260 -0.18180 -3.13599 -0.53
C 1.69613 -0.72652 -2.00774 -1.06
C 0.14722 -0.22170 -2.11172 1.13
C -0.38199 -0.05256 -3.65132 -0.36
C -0.47781 -1.37763 -4.59359 -0.02
O -1.65379 -2.04624 -4.75708 -0.50
Cl 0.94840 -2.10360 -5.59957 -0.14
C 0.23367 1.36469 -1.55324 -2.20
N 0.87795 2.35792 -2.44424 1.26
C -0.01305 3.26780 -3.22479 0.56
O -0.48630 3.10494 -4.46398 -0.44
F -0.38815 4.57578 -2.56573 -0.25
C 2.05334 3.08275 -1.80718 0.50
O 3.21018 3.19395 -2.47167 -0.43
F 1.85938 3.70144 -0.44958 -0.25
C -1.23977 1.76444 -0.97254 -1.59
N -1.58963 1.07459 0.37031 1.69
C -0.84331 1.95719 1.39492 0.29
C -1.23523 1.79835 2.95119 0.55
F -1.30564 3.17623 3.57024 -0.37
P -3.29889 1.40174 0.58354 0.87
O -3.53057 2.93194 1.06615 -0.67
O -4.20770 0.46759 1.72170 -0.36
O -4.30942 1.38526 -0.87801 -0.45
C -1.06744 -0.33040 0.37641 -1.33
C -1.55589 -1.29511 1.60740 -0.01
C -0.28446 -2.03917 2.41566 0.09
C -0.53322 -3.68967 2.54481 -0.66
Cl -0.18542 -1.46768 4.21615 -0.15
C -0.92913 -1.07731 -1.12150 0.35
C -0.41134 -2.64070 -0.86737 -0.57
C -0.32348 -3.59749 -2.18169 -0.10
C -0.00526 -5.13878 -1.61184 -0.17
F -0.51956 -6.19667 -2.53742 -0.35
O -2.12407 -1.15095 -1.89696 -0.23
B -3.30690 -1.81549 -1.51481 0.45
O -3.58539 -3.03372 -0.72374 -0.50
O -4.58045 -1.31068 -2.16137 -0.62
H 5.06821 -2.94849 0.90317 0.12
H 6.85066 -3.23287 1.48878 0.27
H 5.62367 -4.73766 1.12991 0.25
H 8.24208 -2.50045 -1.07243 0.28
H 6.82182 -1.64006 -0.05644 0.35
H 6.52909 -2.51028 -3.15997 0.26
H 6.93384 -0.68320 -2.59833 0.34
H 4.50512 -1.84663 -0.91863 -0.34
H 4.23969 -2.32556 -2.72132 0.16
H 4.04252 0.61088 -1.32852 0.11
H 4.95338 0.58287 -3.08042 0.40
H 2.98029 -1.03248 -3.94096 0.37
H 2.44209 0.75304 -3.74671 0.33
H 2.19779 -0.48151 -0.94988 0.27
H 1.86087 -1.90641 -2.09712 -0.02
H 0.34757 0.64597 -4.29305 0.62
H -1.43164 0.50898 -3.75176 0.33
H 0.98123 1.27313 -0.62503 0.41
H -1.45399 2.93790 -0.91703 0.72
H -1.96894 1.41700 -1.85313 0.51
H -0.95420 3.12229 1.15529 -0.44
H 0.33975 1.79787 1.35420 0.54
H -0.32881 1.27491 3.52555 0.20
H -2.23807 1.28319 3.22660 -0.35
H -5.14796 0.32202 1.39696 0.30
H -3.99614 2.19417 -1.40045 0.37
H 0.09511 -0.22946 0.66347 0.12
H -2.10471 -0.75577 2.49368 -0.61
H -2.25941 -2.18092 1.30879 0.52
H 0.73413 -1.93144 1.85238 0.27
H 0.06287 -4.04329 3.49134 0.44
H -1.66699 -3.97581 2.58745 0.24
H 0.02780 -4.14868 1.59624 0.06
H -1.08513 -3.26970 -0.14882 0.64
H 0.66708 -2.67785 -0.35210 0.39
H -1.35021 -3.71863 -2.77836 0.12
H 0.52450 -3.37675 -2.94581 0.06
H 1.18407 -5.22299 -1.56365 0.25
H -0.38086 -5.30493 -0.51614 0.14
H -3.60462 -3.81416 -1.37665 0.32
H -5.37254 -1.61342 -1.62429 0.30
N -4.21682 -1.02804 5.51042 0.15
C -5.02877 -1.33363 6.57149 -0.52
C -6.21022 -0.64356 6.41596 -0.45
C -6.10949 0.09980 5.21575 -0.79
C -4.86953 -0.15860 4.67570 -0.03
H -3.28260 -1.38840 5.36549 0.16
H -4.69664 -2.01290 7.34512 0.40
H -7.05397 -0.67336 7.09311 0.39
H -6.86084 0.75276 4.79078 0.39
H -4.39654 0.20186 3.77197 0.35
N 0.99445 6.43271 0.54092 0.20
C -0.22513 6.45255 1.16603 -0.27
C -0.40480 7.70520 1.70895 -0.69
C 0.74434 8.46956 1.39515 -0.51
C 1.59061 7.66006 0.67095 -0.45
H 1.39193 5.63723 0.05836 0.19
H -0.85833 5.57549 1.17235 0.39
H -1.27057 8.03343 2.26936 0.40
H 0.93384 9.49980 1.66752 0.39
H 2.56397 7.85143 0.23930 0.38

4.
110
Properties=species:S:1:pos:R:3:mulliken_charge:R:1 method="wB97M-V/def2-TZVPD" homo_lumo_gap_ev=8.42 lumo_ev=-2.30 charge=+1
C -1.76897 0.48302 2.94210 -1.37
C -2.56242 1.33210 1.90401 0.32
O -3.74537 1.38463 2.09842 -0.30
N -1.92422 2.14952 0.83214 1.59
C -2.01544 3.46749 1.28203 0.76
C -2.26240 4.86896 0.66011 -0.87
O -1.78561 3.58633 2.48996 -0.62
C -1.93420 1.53575 -0.47522 -0.78
C -3.36697 1.40762 -1.21419 -0.37
C -3.55980 0.04442 -1.99784 -1.94
C -3.62221 -1.21914 -1.03009 -0.35
S -4.67523 -2.57336 -1.70330 -0.21
C -4.18674 -2.88134 -3.40087 0.52
N -3.77899 -4.09059 -3.80911 -0.31
N -3.48624 -4.04167 -5.14212 -0.43
C -3.72184 -2.78579 -5.50330 0.04
O -4.18129 -2.00541 -4.46830 -0.15
C -3.97970 2.67846 -1.89316 2.38
C -4.84610 2.49333 -3.20057 -1.02
C -5.09629 3.84010 -4.00945 -0.85
O -6.11915 4.64785 -3.42188 -0.54
C -4.90618 3.43502 -0.84882 -2.19
C -6.25769 2.71080 -0.52127 -1.37
C -7.00744 3.25222 0.74678 0.26
F -8.33556 3.48740 0.36360 -0.30
Br -6.34502 4.97051 1.43342 -0.08
C -7.06264 2.22851 1.96886 0.50
F -6.19355 2.55780 2.97858 -0.15
F -6.94456 0.91866 1.60940 -0.19
Br -8.86589 2.39175 2.81159 -0.13
O -2.83325 3.52155 -2.30095 -0.52
S -1.99416 2.73141 -3.53640 0.30
O -1.16610 3.72077 -4.22197 -0.59
O -0.95249 1.66773 -2.82837 -0.23
C -0.65455 1.72696 -1.44321 0.65
Si 0.55218 3.18330 -1.13912 0.90
C 0.04224 4.94520 -1.62907 -1.05
C 1.18211 3.36435 0.68587 -0.89
C 2.21070 3.06590 -2.11919 -1.24
S 0.38865 0.11498 -1.45381 1.05
O 1.39149 0.09721 -2.52775 -0.66
O -0.57103 -0.89486 -1.96466 -0.62
C 0.92165 -0.65482 0.11870 0.59
F 1.44065 -1.87493 -0.30852 -0.26
F -0.08250 -1.07870 0.96116 -0.21
C 2.06508 -0.03834 1.01321 0.54
F 2.83821 -1.10845 1.46262 -0.29
F 1.60296 0.48815 2.18093 -0.20
F 2.94064 0.75849 0.38085 -0.22
H -1.86546 -0.59199 2.62380 0.26
H -2.31731 0.53975 3.91810 0.48
H -0.71792 0.80420 3.10192 0.14
H -1.26498 5.38112 0.61253 0.31
H -2.79196 4.90712 -0.31364 -0.18
H -2.86433 5.49149 1.37354 0.42
H -1.78853 0.43513 -0.20328 0.04
H -4.04545 1.22493 -0.32773 0.33
H -2.86795 -0.09044 -2.85911 0.36
H -4.59127 0.00775 -2.45273 0.97
H -4.16577 -0.85663 -0.10999 0.25
H -2.61943 -1.55446 -0.68046 0.27
H -3.61747 -2.28832 -6.48577 0.38
H -5.89678 2.13160 -3.01071 0.53
H -4.47738 1.69265 -3.89888 0.62
H -5.51272 3.48815 -4.99665 0.38
H -4.15398 4.38334 -4.25580 0.28
H -5.75592 5.52673 -3.23278 0.35
H -5.03135 4.51288 -1.12780 0.42
H -4.35798 3.43309 0.12603 0.52
H -6.94747 2.92371 -1.38383 0.37
H -6.09403 1.60791 -0.52630 0.68
H 0.42349 5.23264 -2.64888 0.39
H -1.03509 5.20093 -1.63413 0.07
H 0.54288 5.67795 -0.93331 0.47
H 2.28653 3.25965 0.76593 0.41
H 0.94865 4.39933 1.06284 0.53
H 0.59228 2.67743 1.33818 0.08
H 2.82462 2.17912 -1.85652 0.28
H 1.89544 2.94298 -3.19540 0.31
H 2.75777 4.03946 -2.00434 0.35
C 7.47791 -6.94078 4.55833 -1.21
C 7.63454 -6.84677 3.03932 -0.42
C 8.16039 -5.49025 2.57124 -0.57
N 7.10180 -4.45653 2.16675 0.17
C 5.93717 -4.41645 3.13748 -0.95
C 4.83934 -3.46256 2.69027 -0.60
C 4.35958 -3.78177 1.28249 -0.19
C 5.51914 -3.82980 0.30009 -0.75
C 6.61390 -4.77832 0.76200 -0.63
C 7.82263 -3.12590 2.17153 -1.05
H 6.66581 -6.31776 4.93336 0.26
H 7.26284 -7.96914 4.85027 0.39
H 8.39660 -6.63805 5.06370 0.35
H 6.70698 -7.13252 2.53831 0.25
H 8.37551 -7.59790 2.75442 0.44
H 8.78788 -5.62584 1.68783 0.38
H 8.77782 -5.03528 3.34724 0.49
H 5.51842 -5.42084 3.18835 0.46
H 6.33348 -4.13601 4.11392 0.48
H 3.99928 -3.54188 3.38386 0.47
H 5.17916 -2.42429 2.74603 0.24
H 3.63258 -3.03916 0.96134 -0.05
H 3.84397 -4.74864 1.28290 0.33
H 5.92000 -2.82373 0.14764 0.29
H 5.15509 -4.15597 -0.67664 0.47
H 7.47631 -4.72478 0.09559 0.41
H 6.24413 -5.80511 0.77777 0.38
H 8.67226 -3.19866 1.49396 0.37
H 8.15817 -2.92733 3.18801 0.37
H 7.15147 -2.33806 1.84591 0.47

- Which value of charge does entry 2 give?
  +1

- Look up the charge of the third one.
  +1